Record 1
Formula: C32H42F2N9O5S2Ti
Source: the Open Molecules 2025 dataset
Level of theory: ωB97M-V/def2-TZVPD

## Properties
Multiplicity: 3
E, eV: -107731.883
ΔE to the lowest compared entry with this formula, charge and spin, eV: 1.654
Gap between HOMO and LUMO (alpha / beta), Ha: 0.1415 / 0.2112
Maximum force, eV/A: 3.10
Charge: -1

Each line ends with the Löwdin charge.
CARTESIAN COORDINATES (ANGSTROEM)
Ti (0.2405, -1.2755, 0.1943)  0.923
C (-1.9446, 1.8130, 2.1887)  -0.018
C (-0.8447, 0.9729, 1.6004)  -0.291
N (-1.0895, -0.3098, 1.3413)  -0.123
N (-2.2943, -0.7786, 1.7578)  -0.029
C (-2.4083, -1.4007, 2.8797)  -0.890
N (-3.6715, -1.7409, 3.2932)  0.054
S (-1.1494, -1.7782, 3.9965)  0.623
C (0.4872, 1.4304, 1.4575)  -0.234
C (0.8987, 2.7646, 1.6983)  -0.043
C (2.2296, 3.0759, 1.7419)  -0.120
C (3.1751, 2.0551, 1.5557)  -0.095
C (2.7067, 0.7930, 1.2403)  -0.190
N (1.4248, 0.4755, 1.1498)  0.031
H (-2.0717, 1.5717, 3.2455)  0.087
H (-2.8775, 1.5768, 1.6792)  0.078
H (-1.7504, 2.8750, 2.0949)  0.056
H (-4.3637, -1.7791, 2.5614)  0.070
H (-3.7202, -2.4767, 3.9790)  0.058
H (0.1562, 3.5377, 1.8164)  0.096
H (2.5561, 4.0915, 1.9164)  0.102
H (4.2306, 2.2566, 1.6368)  0.087
H (3.4039, -0.0117, 1.0281)  0.096
O (0.8903, -1.9399, 2.0154)  -0.321
C (2.1369, -2.2806, 2.5618)  -0.178
C (2.9847, -2.8898, 1.4791)  -0.254
C (3.6597, -4.0863, 1.6692)  -0.019
C (4.4420, -4.5907, 0.6392)  -0.057
C (4.5205, -3.8586, -0.5433)  -0.058
C (3.7948, -2.6885, -0.6487)  -0.125
N (3.0139, -2.2075, 0.3208)  0.114
H (0.1642, -1.8501, 2.7926)  -0.087
H (2.0098, -2.9906, 3.3912)  0.131
H (2.6396, -1.3782, 2.9549)  0.127
H (3.5752, -4.6081, 2.6131)  0.114
H (4.9689, -5.5263, 0.7465)  0.102
H (5.1282, -4.2053, -1.3649)  0.099
H (3.8324, -2.0979, -1.5544)  0.104
F (1.6616, -1.6863, -2.3681)  -0.118
C (0.6868, -2.3235, -1.5786)  -0.388
F (-0.4724, -2.0898, -2.3313)  -0.100
H (0.9006, -3.4016, -1.7339)  0.094
C (-5.0218, -3.8635, -1.2110)  -0.134
N (-4.0932, -2.7981, -1.4964)  -0.260
C (-3.2748, -3.1084, -2.6436)  -0.111
C (-3.3529, -2.2617, -0.3587)  -0.178
C (-2.4044, -3.2019, 0.3718)  -0.233
C (-2.9752, -4.2759, 1.0560)  -0.089
C (-2.2040, -5.2724, 1.6215)  -0.113
C (-0.8337, -5.2212, 1.4590)  -0.110
C (-0.2632, -4.1170, 0.8453)  -0.133
C (-1.0071, -3.0296, 0.3580)  -0.162
H (-5.6886, -3.9738, -2.0699)  0.074
H (-5.6251, -3.6035, -0.3421)  0.077
H (-4.5389, -4.8386, -1.0330)  0.080
H (-3.9255, -3.3979, -3.4717)  0.075
H (-2.5630, -3.9264, -2.4603)  0.090
H (-2.7164, -2.2231, -2.9358)  0.068
H (-4.1062, -1.8832, 0.3394)  0.100
H (-2.7778, -1.4129, -0.7388)  0.085
H (-4.0481, -4.3288, 1.1686)  0.089
H (-2.6674, -6.0860, 2.1631)  0.088
H (-0.2103, -6.0199, 1.8423)  0.087
H (0.8218, -4.1139, 0.7419)  0.080
C (0.9843, 8.6645, -1.2671)  -0.126
C (0.4681, 7.2445, -1.2269)  -0.289
S (1.8351, 6.1270, -1.6680)  0.663
O (2.1248, 6.2369, -3.0722)  -0.314
O (2.9351, 6.4002, -0.7717)  -0.329
C (1.1890, 4.4707, -1.2705)  -0.191
C (1.0983, 3.5631, -2.4862)  -0.148
N (0.3812, 2.3709, -2.1184)  0.062
C (0.9344, 1.2085, -1.6721)  -0.260
N (0.0046, 0.3720, -1.2394)  0.050
C (-1.1965, 0.9954, -1.3984)  0.040
C (-0.9920, 2.2658, -1.9263)  -0.138
N (-1.9134, 3.2522, -2.1559)  -0.295
O (-1.5226, 4.4173, -2.4685)  0.011
O (-3.1246, 2.9589, -2.0026)  0.064
C (2.4002, 0.9754, -1.7206)  0.012
H (0.2371, 9.3639, -0.8970)  0.077
H (1.2531, 8.9343, -2.2850)  0.078
H (1.8778, 8.7271, -0.6492)  0.072
H (-0.3274, 7.0434, -1.9365)  0.098
H (0.1661, 6.9524, -0.2247)  0.101
H (0.1826, 4.6421, -0.8947)  0.089
H (1.8230, 4.0637, -0.4878)  0.076
H (2.0873, 3.2993, -2.8629)  0.132
H (0.5458, 4.0879, -3.2673)  0.121
H (-2.1400, 0.5461, -1.1519)  0.126
H (2.6255, 0.0568, -1.1874)  0.052
H (2.9377, 1.8029, -1.2576)  0.086
H (2.7401, 0.8756, -2.7524)  0.104

Record 2
Formula: C32H43GaN6PS4
Source: the Open Molecules 2025 dataset
Level of theory: ωB97M-V/def2-TZVPD

## Properties
E, eV: -147825.270
ΔE to the lowest compared entry with this formula, charge and spin, eV: 0.000
Gap between HOMO and LUMO, Ha: 0.2788
Maximum force, eV/A: 0.46
Charge: +1

Each line ends with the Löwdin charge.
CARTESIAN COORDINATES (ANGSTROEM)
Ga (-0.2492, -0.1606, 0.5656)  -0.009
S (-2.9195, -0.3976, -1.6954)  0.323
P (-1.9595, 1.2890, -1.9043)  0.188
S (-0.0337, 1.3718, -1.1508)  0.452
C (-2.8421, 2.7022, -1.1782)  -0.371
C (-2.1657, 3.8395, -0.7435)  -0.112
C (-2.8822, 4.9587, -0.3404)  -0.082
C (-4.2703, 4.9465, -0.3725)  -0.075
C (-4.9457, 3.8081, -0.7902)  -0.068
C (-4.2353, 2.6854, -1.1926)  -0.093
C (-1.7484, 1.7536, -3.6586)  -0.378
C (-0.6129, 2.4078, -4.1298)  -0.114
C (-0.5253, 2.7794, -5.4656)  -0.076
C (-1.5727, 2.5065, -6.3335)  -0.076
C (-2.7101, 1.8591, -5.8662)  -0.071
C (-2.7987, 1.4800, -4.5346)  -0.098
H (-1.0834, 3.8457, -0.7166)  0.071
H (-2.3559, 5.8448, -0.0060)  0.103
H (-4.8255, 5.8262, -0.0717)  0.107
H (-6.0281, 3.7923, -0.8025)  0.109
H (-4.7552, 1.7866, -1.4999)  0.081
H (0.2030, 2.6322, -3.4536)  0.067
H (0.3602, 3.2887, -5.8265)  0.107
H (-1.5047, 2.8012, -7.3732)  0.108
H (-3.5311, 1.6478, -6.5399)  0.108
H (-3.6761, 0.9583, -4.1718)  0.087
C (0.7118, -2.2718, -4.1248)  -0.047
C (0.2055, -1.2326, -3.0965)  -0.191
N (0.4344, -1.7236, -1.7376)  -0.184
C (1.8328, -2.1216, -1.5928)  -0.124
C (2.1145, -3.3832, -2.4368)  -0.048
N (0.9481, -3.5561, -3.3749)  -0.082
C (-0.2916, -3.9189, -2.5987)  -0.041
C (-0.4443, -2.8711, -1.4758)  -0.176
H (1.6600, -1.9876, -4.5773)  0.134
H (-0.0104, -2.4666, -4.9145)  0.136
H (-0.8623, -1.0468, -3.2178)  0.065
H (0.7213, -0.2852, -3.2339)  0.091
H (2.0391, -2.3122, -0.5485)  0.081
H (2.4632, -1.2914, -1.9130)  0.142
H (2.1776, -4.2846, -1.8304)  0.122
H (3.0164, -3.2959, -3.0390)  0.136
H (1.1579, -4.2993, -4.0354)  0.186
H (-0.1697, -4.9316, -2.2194)  0.137
H (-1.1226, -3.9006, -3.3016)  0.137
H (-0.1833, -3.2846, -0.5047)  0.098
H (-1.4740, -2.5238, -1.4157)  0.039
S (-1.6973, -1.5774, 1.5018)  0.663
C (-0.1496, -1.7396, 2.4928)  -1.086
N (-0.2227, -0.8710, 3.6814)  -0.088
C (0.6644, -1.3544, 4.7421)  -0.238
C (0.8408, -2.8954, 4.6714)  -0.423
S (-0.0943, -3.4466, 3.2235)  0.893
H (-1.1804, -0.9246, 4.0030)  0.083
H (0.2469, -1.0521, 5.7012)  0.112
H (1.6448, -0.8865, 4.6459)  0.099
H (0.4405, -3.3994, 5.5491)  0.066
H (1.8909, -3.1581, 4.5600)  0.063
C (-0.3900, 4.4930, 3.4882)  -0.010
N (-0.9864, 3.1582, 3.6015)  -0.162
C (-1.4784, 2.6503, 4.8914)  -0.011
C (-0.8091, 2.2943, 2.6316)  -0.197
N (-0.6854, 1.5217, 1.7869)  0.166
H (-0.7390, 5.0871, 4.3275)  0.091
H (-0.7151, 4.9685, 2.5647)  0.088
H (0.6995, 4.4527, 3.5126)  0.094
H (-1.8809, 3.4880, 5.4542)  0.090
H (-0.6830, 2.1753, 5.4665)  0.092
H (-2.2750, 1.9309, 4.7166)  0.098
C (2.3304, -3.9853, 1.2114)  -0.092
C (2.9419, -2.7323, 1.7932)  -0.224
C (4.2709, -2.8329, 2.2119)  -0.055
C (4.9690, -1.7374, 2.6772)  -0.075
C (4.3410, -0.5015, 2.7063)  -0.051
C (3.0154, -0.3646, 2.3223)  -0.212
C (2.3845, 0.9996, 2.3635)  -0.048
C (2.2799, -1.4933, 1.8962)  -0.217
N (0.9027, -1.3769, 1.5338)  -0.107
H (2.3305, -4.7949, 1.9422)  0.081
H (2.9324, -4.3181, 0.3589)  0.073
H (1.2998, -3.8317, 0.9063)  0.024
H (4.7574, -3.8017, 2.1632)  0.116
H (5.9987, -1.8382, 2.9979)  0.106
H (4.8850, 0.3731, 3.0456)  0.110
H (3.0920, 1.7346, 2.7503)  0.084
H (1.4911, 0.9961, 2.9838)  0.047
H (2.0799, 1.3266, 1.3639)  0.060